Density functional theory data (the ωB97M-V functional and the def2-TZVPD basis) for C24H23CoN6O2S2 as an isolated structure.

Atoms and positions in Å:
H: 1.423 3.835 -2.324
C: -0.188 -2.096 3.197
C: -0.848 -1.050 3.836
O: -1.073 0.432 2.009
C: 1.966 -0.077 -1.943
H: -2.099 1.797 -2.931
C: -2.403 -3.998 -0.882
H: -3.726 -3.705 0.789
S: 0.887 -1.853 1.824
C: 2.787 0.995 -1.589
C: 1.994 -0.569 -3.249
H: -2.598 -1.669 1.595
H: -1.128 -4.616 5.270
C: 0.814 2.427 1.172
C: -1.135 2.183 -3.261
O: -0.364 1.256 3.965
H: -0.925 -4.020 -2.438
C: 2.799 0.005 -4.230
H: -0.529 1.351 -3.638
H: 2.780 1.345 -0.565
H: 4.225 2.400 -2.302
C: -0.318 2.239 -0.997
C: -2.244 -2.166 0.699
H: 1.692 0.973 2.046
H: 0.590 2.703 3.110
C: -1.053 -3.612 4.871
C: -2.870 -3.318 0.249
N: 1.329 1.246 1.136
H: 2.809 -0.387 -5.239
N: 1.054 -0.741 -1.113
H: 4.204 1.562 -4.627
H: -1.323 2.879 -4.074
C: -1.319 -3.496 -1.574
H: -1.228 0.615 -1.518
H: -2.265 -2.732 6.415
C: -1.693 -2.557 5.514
C: -0.736 0.318 3.256
S: 0.867 -1.878 -3.414
C: 0.368 4.043 -2.505
H: -2.877 -4.916 -1.203
C: -0.311 -3.384 3.722
C: -0.715 -2.322 -1.121
N: -0.775 1.064 -0.736
N: -0.468 2.891 -2.180
C: -1.155 -1.641 0.006
C: 3.582 1.087 -3.879
H: 0.236 4.271 -3.559
H: -2.070 -0.438 5.476
N: 0.340 2.980 -0.019
N: 0.766 3.244 2.249
H: 0.147 4.036 2.173
H: 0.114 3.961 0.009
C: 0.416 -1.673 -1.759
Co: -0.020 -0.245 0.575
C: -1.585 -1.277 4.992
H: 0.081 4.933 -1.941
C: 3.580 1.570 -2.564
H: 0.189 -4.203 3.218

Values from the calculation:
- ΔE to the lowest compared entry with this formula, charge and spin: 0.2376 eV
- Orbital gap: 6.921 eV
- Molar mass: 550.56 g mol⁻¹
- HOMO: -6.857 eV
- Electronic energy: -97597.1188 eV

***

Density functional theory data (the ωB97M-V functional and the def2-TZVPD basis) for C24H23CoN8O2 as an isolated structure.

Atoms and positions in Å:
N: -0.180 3.417 0.787
H: -1.653 3.380 -4.042
C: -1.456 2.668 -3.253
C: 3.582 -2.932 0.216
H: 1.561 -2.353 0.650
H: 2.642 1.332 4.822
H: -4.619 -2.466 -0.367
H: 2.376 1.066 0.561
N: 1.200 -0.489 -1.127
C: -3.717 -2.387 -2.339
H: 5.570 -3.341 -0.478
H: -2.878 1.230 -0.536
C: -2.456 2.360 -2.322
H: 5.404 -1.783 -2.390
C: -2.553 -1.973 -0.310
H: 0.564 2.249 -3.870
H: 0.569 -0.047 4.955
H: -0.707 -1.965 3.367
N: -0.966 0.893 -1.194
O: -1.404 1.637 1.501
H: -3.440 2.799 -2.390
C: 4.665 -2.772 -0.640
H: 0.170 2.879 0.014
N: -1.255 -1.248 1.476
H: -0.110 4.417 0.711
Co: -0.211 -0.599 0.163
C: 1.995 0.850 1.550
C: 0.380 -0.195 2.835
N: -1.409 -1.723 -0.969
C: -0.233 2.053 -3.167
C: 2.655 1.310 2.668
C: -0.870 -1.014 2.848
C: -2.520 -2.191 -3.016
O: -3.294 -2.173 1.969
H: -4.627 -2.596 -2.883
H: -1.667 -0.486 3.381
H: 3.361 -0.432 -2.727
C: -3.727 -2.303 -0.956
H: 3.554 1.898 2.561
C: -1.387 -1.864 -2.295
C: -2.443 -1.823 1.180
N: 0.884 0.109 1.624
C: -0.009 1.117 -2.136
C: -1.157 2.839 1.549
N: -1.817 3.681 2.389
C: 3.433 -1.129 -1.905
C: 2.349 -1.261 -1.027
H: -2.466 3.288 3.045
N: 1.138 0.420 -2.076
C: 0.998 0.228 4.001
H: 3.640 -3.625 1.045
H: -2.467 -2.277 -4.091
H: -0.439 -1.696 -2.789
C: 2.148 0.991 3.922
C: 2.428 -2.203 0.012
C: 4.571 -1.887 -1.706
H: -1.544 4.640 2.506
C: -2.157 1.481 -1.305

Values from the calculation:
- Orbital gap (spin up / spin down): 5.640 / 6.959 eV
- Molar mass: 514.44 g mol⁻¹
- 2S+1: 4
- HOMO (spin up / spin down): -9.510 / -10.949 eV
- Electronic energy: -78900.1344 eV
- Total charge: +1

***

Density functional theory data (the ωB97M-V functional and the def2-TZVPD basis) for C24H23CrN4O7 as an isolated structure in a non-equilibrium geometry.

Atoms and positions in Å:
C: -2.813 -1.167 -3.661
C: 2.414 -1.724 2.286
H: 1.463 3.923 0.781
C: 1.455 2.164 -2.098
H: 3.548 1.645 2.761
C: 2.233 2.619 -0.838
H: 1.167 1.546 2.170
C: 4.140 1.954 0.670
C: -0.428 -1.413 3.672
H: -1.351 -2.644 -4.245
C: -2.280 -0.037 -1.629
N: 1.187 -1.677 -1.250
N: -1.153 -0.733 -1.498
C: -0.725 -1.039 2.241
C: 1.340 2.906 0.415
N: 0.278 -1.135 1.317
H: 2.833 3.480 -1.124
H: 0.854 -3.095 -2.734
N: 1.419 -1.798 1.566
Cr: 0.420 -0.141 -0.414
H: -3.443 -1.303 -4.531
C: -0.180 2.705 0.162
C: 0.316 -2.898 5.423
H: 4.864 1.170 0.892
O: 1.514 2.862 -3.102
C: 0.318 -1.849 6.329
H: -0.123 0.233 6.630
H: 4.666 2.828 0.287
C: 3.089 1.449 -0.327
O: -1.808 -0.557 1.935
O: -0.862 3.698 -0.054
C: -3.137 -0.220 -2.700
H: 0.629 -2.022 7.352
O: 2.178 0.748 0.536
C: 1.869 1.858 1.402
C: -0.061 -2.690 4.102
H: 3.284 3.308 2.205
O: -0.141 -3.730 3.225
C: -0.839 -1.672 -2.414
H: -4.026 0.387 -2.787
H: 4.438 -2.139 1.893
H: 0.247 -4.510 3.630
C: 3.260 2.261 1.909
C: -0.479 -0.388 4.609
H: -0.814 0.583 4.266
H: 3.742 -3.120 3.165
H: 2.430 -4.417 1.442
H: 4.170 -4.479 1.065
H: 3.458 0.779 -1.100
H: 0.599 -3.895 5.748
O: 0.851 1.036 -1.997
C: -0.098 -0.590 5.926
C: 3.298 -3.825 1.151
C: 3.546 -2.709 2.170
H: -2.455 0.706 -0.860
C: -1.654 -1.911 -3.508
C: 0.500 -2.238 -2.146
O: -0.590 1.494 0.233
H: 3.077 -3.385 0.178

Values from the calculation:
- ΔE to the lowest compared entry with this formula, charge and spin: 0.4847 eV
- Orbital gap (spin up / spin down): 6.392 / 7.938 eV
- Molar mass: 531.47 g mol⁻¹
- 2S+1: 5
- HOMO (spin up / spin down): -3.783 / -5.389 eV
- Electronic energy: -73977.6672 eV
- Total charge: -1